Record 1
Below is C5H8N2 in the gas phase, with properties calculated with wB97M-V/def2-TZVPD.

Calculated values
E_LUMO (alpha / beta): -1.097 / -1.122 eV
ΔE to the lowest compared entry with this formula, charge and spin: 5.274 eV

Each line ends with the natural charge from an NBO analysis.
CARTESIAN COORDINATES (ANGSTROEM)
N: 0.09254 1.02539 -0.88935  -0.5879
N: -1.58680 0.71384 -2.74606  -0.2422
C: -0.78961 -0.93579 -0.85606  -0.0706
C: -0.78031 0.56041 -1.88713  0.2768
C: 1.42187 -0.69682 0.32408  -0.6152
C: -0.60225 0.39300 1.39088  -0.6115
C: 0.04327 -0.08284 0.09388  -0.0142
H: 1.83287 -1.08192 -0.61507  0.2242
H: -1.80948 -1.14235 -0.47039  0.1516
H: 1.01896 1.18662 -1.28185  0.3955
H: -0.79210 -0.46128 2.05069  0.2132
H: -1.55613 0.88743 1.18351  0.2235
H: 1.36111 -1.52398 1.03956  0.2254
H: 2.10244 0.05874 0.73983  0.2137
H: 0.04363 1.09954 1.92347  0.2178



Record 2
Below is a molecular structure, C32H55InNP2Si, with properties calculated with wB97M-V/def2-TZVPD.

Calculated values
E_LUMO (alpha / beta): -3.185 / -3.234 eV
Charge: +1

Each line ends with the Mulliken charge.
CARTESIAN COORDINATES (ANGSTROEM)
In: -0.14642 1.48958 -1.23378  0.2652
P: 1.61884 1.57736 -2.98601  0.7794
P: -1.68499 0.69750 -3.00664  0.8379
Si: -1.50744 3.45568 1.24391  0.3283
N: 0.05518 2.79283 0.81124  0.3970
C: -1.12964 -0.59450 -6.64002  -0.8107
C: 2.40593 2.42515 1.25355  0.4949
C: -1.87884 -0.57791 3.08803  -1.3147
C: -1.49557 1.74823 -5.78872  0.0034
C: -0.09634 1.53818 -3.80494  -0.5288
C: 0.41006 -2.25686 0.66108  0.6270
C: -2.15837 -2.50180 0.58096  -1.7572
C: 3.62749 2.88322 1.73207  -0.8108
C: 1.13684 -0.00824 3.55415  -1.4098
C: -1.68867 3.83653 3.07587  -1.1849
C: -0.78014 -1.11519 2.24783  0.7316
C: -1.73863 0.40061 -5.71281  -1.0258
C: -1.50291 -1.10950 -3.15860  -0.3946
C: -2.88802 2.25696 0.82745  -0.7627
C: 3.74103 4.15896 2.30274  -0.6177
C: 1.33278 -1.57530 1.49606  0.4824
C: -1.73418 5.03484 0.28575  -1.0752
C: 1.20674 0.21391 -5.99283  -0.3110
C: 2.56199 3.09774 -3.19877  -1.2223
C: 0.59713 -0.86602 2.47479  0.6248
C: -0.67145 2.41654 -6.82510  -1.4914
C: 1.51617 1.52513 -5.76497  -0.6543
C: 2.59953 4.96553 2.40796  -0.8100
C: 1.24207 3.23899 1.32802  -0.2031
C: -3.32611 1.42276 -3.14140  -1.2894
C: 0.81624 2.68320 -6.39508  -0.9349
C: 2.81043 -1.64603 1.42138  -1.5099
C: 0.77281 -3.18785 -0.43213  -1.5691
C: -0.90216 -1.96486 1.11942  0.6880
C: 2.45756 -0.02908 -3.12904  -1.1312
C: 0.34251 -0.29782 -7.08739  -1.0110
C: 1.36770 4.52028 1.95137  -0.1817
H: -3.60440 1.62781 -4.17824  0.5584
H: -4.05383 0.72485 -2.70556  0.4219
H: 4.51418 2.24948 1.65750  0.4092
H: -2.55365 5.61960 0.72650  0.3991
H: 1.79693 -0.86371 -2.83687  0.1522
H: -0.69597 1.88142 -7.78468  0.3092
H: 4.69938 4.53041 2.66562  0.3850
H: -2.57253 1.21099 0.94128  0.0350
H: -2.47904 4.58876 3.22464  0.3902
H: -0.07428 -3.38304 -1.09192  0.3571
H: 1.76792 -0.59476 -5.51946  0.2417
H: -2.84254 -0.99429 2.78006  0.3674
H: 1.09284 -4.15757 -0.02355  0.3858
H: 2.51682 1.76787 -5.37674  1.3444
H: 0.35576 0.34972 -7.97522  0.2934
H: 3.31638 -0.03075 -2.43928  0.5355
H: 0.77208 -1.25486 -7.40563  0.5076
H: 3.60426 2.91632 -2.90211  0.4325
H: 2.84085 -0.19696 -4.14419  0.4605
H: 2.52112 3.44909 -4.23492  0.4362
H: -1.76352 -0.62627 -7.54059  0.3694
H: 3.21844 -2.30565 2.20689  0.3149
H: -0.77712 4.23928 3.53379  0.3946
H: -3.26523 2.39484 -0.19463  0.1940
H: -2.07260 -2.74612 -0.48470  0.3283
H: -2.45997 -3.42454 1.10202  0.3297
H: 1.38948 2.94664 -7.29642  0.4661
H: -0.73437 -1.48347 -2.46352  -0.3545
H: 2.23231 -0.07774 3.59958  0.3884
H: 0.87163 1.05001 3.38425  0.0046
H: -1.98082 2.95005 3.65595  0.2928
H: 0.72787 -0.29923 4.53808  0.4361
H: 0.83033 3.58424 -5.75605  0.3077
H: 3.13395 -2.04877 0.45198  0.3901
H: -0.82652 5.65180 0.30054  0.3294
H: 1.60557 -2.80269 -1.03237  0.2611
H: -1.14646 -1.61122 -6.22055  0.3317
H: -2.63887 0.02148 -5.21697  1.1006
H: 0.49111 5.17043 2.04240  0.2528
H: -0.32160 2.55048 -4.17850  0.5863
H: 2.67342 5.96198 2.85121  0.3958
H: -2.46244 -1.56966 -2.87220  0.5513
H: 0.02654 0.66612 -4.45272  -0.8108
H: -1.72269 -0.82888 4.14889  0.4205
H: 3.26794 -0.65510 1.55683  0.1960
H: -3.36541 2.35385 -2.56147  0.2972
H: 2.15053 3.87268 -2.53579  0.3041
H: -1.93453 0.51965 3.01833  -0.0226
H: -1.24878 -1.41117 -4.18800  0.0392
H: -1.98237 4.82258 -0.76149  0.1647
H: -3.73112 2.43608 1.51320  0.4807
H: -2.98055 -1.78537 0.69997  0.3408
H: -2.07623 2.45239 -5.18013  0.5880
H: -1.12038 3.40224 -7.01758  0.4856
H: 2.29402 1.43084 0.79991  0.1751



Record 3
Below is a molecular structure, C25H34BrCaNO7Se, with properties calculated with wB97M-V/def2-TZVPD.

Calculated values
E_LUMO: 0.267 eV
ΔE to the lowest compared entry with this formula, charge and spin: 0.766 eV

Each line ends with the natural charge from an NBO analysis.
CARTESIAN COORDINATES (ANGSTROEM)
Br: -6.96250 -1.45362 -4.55839  0.0479
Se: 3.08885 2.42729 0.56934  -0.5865
Ca: 0.49857 1.29723 0.60665  1.7452
O: 0.48123 0.29965 2.78363  -0.6070
O: 0.53633 -1.01543 0.25081  -0.6185
O: -2.85282 -0.44846 0.31662  -0.8001
O: -2.90373 0.65359 -1.64308  -0.7827
O: -1.51382 1.74794 1.64094  -0.6223
O: 0.30443 0.95662 -1.58645  -0.6407
O: -0.35385 3.29754 -0.32943  -0.6033
N: -6.14779 -2.71547 -0.73649  -0.4104
C: -0.10479 -1.63382 1.38389  -0.1186
C: -5.10189 -1.95633 -0.40295  0.0503
C: -6.67186 -2.54855 -1.94927  0.0067
C: -0.54619 0.83408 3.62600  -0.0860
C: 0.10953 3.34204 -1.68373  -0.0975
C: 0.57777 -1.13795 2.63616  -0.0973
C: -5.08893 -0.83666 -2.50274  -0.1667
C: 4.00926 -0.17055 1.52710  0.0535
C: -0.03934 2.02555 -2.45951  -0.0951
C: -1.83830 1.12132 2.87238  -0.0981
C: 4.72710 -3.58384 -0.03998  -0.6238
C: 3.66039 0.59164 0.40121  -0.2366
C: 3.65436 0.83037 -2.14009  -0.6466
C: -0.14118 -1.31863 -0.98847  -0.1015
C: 4.11018 -1.33454 -0.99429  -0.2299
C: -1.78557 3.24218 -0.16162  -0.1274
C: 4.34738 -1.51507 1.35860  -0.2569
C: 3.78045 0.01122 -0.87889  -0.0350
C: -2.07388 3.02370 1.30631  -0.0795
C: 4.07199 0.40958 2.91669  -0.6603
C: 4.37336 -2.12642 0.11511  -0.0272
C: 0.34362 -0.38787 -2.08123  -0.0797
C: -6.16650 -1.62394 -2.84808  -0.1385
C: -3.33010 -0.18710 -0.81383  0.7690
C: -4.53571 -1.00713 -1.24224  -0.1828
H: -2.23933 4.17929 -0.49689  0.1888
H: -4.68457 -2.10489 0.58460  0.2095
H: 0.65183 2.08252 -3.30620  0.1934
H: -1.62684 3.80514 1.92911  0.1872
H: -1.05689 1.87785 -2.82541  0.2187
H: -2.39167 0.21376 2.62485  0.2260
H: -0.13007 1.76106 4.02240  0.2018
H: -1.20823 -1.19416 -0.83309  0.2363
H: -1.16905 -1.38362 1.36670  0.2377
H: 4.61345 -2.09718 2.23827  0.1974
H: 1.15689 3.62574 -1.60266  0.2298
H: 0.15656 -1.63937 3.50987  0.1947
H: -2.46926 1.76227 3.49364  0.1940
H: -7.51863 -3.17216 -2.20896  0.2012
H: -0.00835 -2.72302 1.32567  0.1951
H: -3.15704 3.02960 1.44795  0.2037
H: 3.96410 -4.11778 -0.60955  0.2120
H: 3.42031 0.20139 -3.00166  0.1982
H: 3.16393 0.19399 3.48757  0.2051
H: -0.74903 0.16021 4.46253  0.1915
H: 1.36918 -0.62365 -2.37309  0.1991
H: 4.17907 1.49120 2.87569  0.2465
H: 1.64221 -1.35092 2.57665  0.2226
H: 0.05875 -2.35174 -1.29064  0.1888
H: 4.82922 -4.06864 0.93078  0.2111
H: 4.18328 -1.76988 -1.98789  0.1979
H: -2.20043 2.40473 -0.73357  0.2595
H: -0.31573 -0.51781 -2.94125  0.2107
H: 4.61204 1.31656 -2.34472  0.2298
H: -0.43101 4.10094 -2.25791  0.1893
H: 5.67229 -3.69996 -0.57397  0.2179
H: 4.92189 -0.01676 3.45203  0.2100
H: 2.91203 1.61798 -2.03669  0.2292
H: -4.66696 -0.10282 -3.17482  0.2492



Record 4
Below is C19H15N3O3S2 in the gas phase, with properties calculated with wB97M-V/def2-TZVPD.

Calculated values
E_LUMO: 0.329 eV
ΔE to the lowest compared entry with this formula, charge and spin: 0.000 eV
SMILES: CC(=O)Nc1ccc(N2C(=O)C[C@@H](Sc3nc4ccccc4s3)C2=O)cc1

Each line ends with the natural charge from an NBO analysis.
CARTESIAN COORDINATES (ANGSTROEM)
S: -1.48442 2.39750 -2.85127  0.3143
S: -2.92693 0.54066 -0.91113  0.3907
O: 2.38290 -0.07118 -2.28131  -0.5768
O: 0.20321 3.38285 -0.25801  -0.5508
O: -0.62430 -1.94382 4.15540  -0.5992
N: 1.56609 -1.75625 3.54826  -0.6074
N: 1.34894 1.51687 -0.96725  -0.5238
N: -0.62674 0.01890 -1.99474  -0.4814
C: -1.54415 -2.85800 0.80604  -0.1936
C: -2.43086 -1.83264 0.54235  -0.2413
C: 1.72855 0.92619 -2.17629  0.7666
C: -1.56446 0.89121 -1.97765  -0.1044
C: 1.01132 -3.25087 5.33284  -0.7136
C: 1.45442 0.81256 0.25998  0.1824
C: 2.62281 -0.74313 1.65340  -0.2409
C: 0.01582 -2.04891 -0.85113  -0.1910
C: 0.58859 2.65677 -1.13331  0.6941
C: 0.36415 0.75479 1.12049  -0.2118
C: 1.24559 1.82594 -3.29740  -0.5296
C: 0.38720 -0.07267 2.22364  -0.2343
C: 0.30407 2.79895 -2.62030  -0.4115
C: 0.53470 -2.25320 4.29683  0.6872
C: -0.33748 -2.96369 0.11672  -0.2140
C: -2.07957 -0.90012 -0.41767  -0.1452
C: -0.85789 -0.99962 -1.11858  0.0704
C: 2.60035 0.08369 0.54875  -0.1965
C: 1.50736 -0.85780 2.48054  0.1586
H: 0.16074 -3.59476 5.91371  0.2432
H: -0.47084 -0.13521 2.87049  0.2564
H: 1.47941 -4.10445 4.84656  0.2256
H: 3.45881 0.14191 -0.09942  0.2359
H: 2.48078 -2.15369 3.71368  0.3953
H: -1.78776 -3.57948 1.57011  0.2220
H: 0.95025 -2.10348 -1.38565  0.2436
H: 2.10529 2.33477 -3.73919  0.2452
H: -3.35996 -1.74520 1.08201  0.2236
H: -0.51047 1.35561 0.92923  0.2351
H: 0.37483 3.83240 -2.95682  0.2645
H: 0.33433 -3.77638 0.34869  0.2151
H: 3.51101 -1.32106 1.86653  0.2058
H: 0.77182 1.22467 -4.07194  0.2633
H: 1.73480 -2.78515 5.99861  0.2280